--- one ---
This record from OMol25 describes a cluster of 2 separate species, C4H9N3O in total. The level of theory is the ωB97M-V functional and the def2-TZVPD basis.

The value obtained for the orbital gap is 8.34 eV. The LUMO energy is -0.55 eV. Its charge is 0. The HOMO energy comes out at -8.888 eV.

```
17
Properties=species:S:1:pos:R:3:mulliken_charge:R:1
O 3.03051 1.59284 0.33894 -0.550
N -1.72256 -1.35077 0.97226 -0.528
N 0.38526 0.04730 -1.55646 -0.754
N -0.64923 -0.01855 -0.64145 0.057
C 2.04773 0.60417 0.25260 -0.088
C -2.94807 -0.44859 0.84857 -0.838
C -0.72596 -1.02123 0.23632 0.214
C 1.50984 0.42065 -1.10886 0.045
H 1.35670 0.92683 1.06176 0.278
H -1.51306 0.20277 -1.16462 0.283
H 0.11350 -1.75606 0.37859 0.323
H 3.81598 1.48165 -0.90776 0.309
H 2.36295 0.32639 -1.84310 0.172
H -3.42674 -0.67954 -0.07045 0.294
H -3.57725 -0.55937 1.72776 0.282
H 2.55427 -0.38920 0.56820 0.210
H -2.61387 0.62069 0.90768 0.291
```

--- two ---
This record from OMol25 describes a structure of composition C4H9N3O. The level of theory is the ωB97M-V functional and the def2-TZVPD basis.

The value obtained for the orbital gap is 8.25 eV. The LUMO energy is -0.08 eV. Its charge is 0. The HOMO energy comes out at -8.326 eV.

```
17
Properties=species:S:1:pos:R:3:mulliken_charge:R:1
O -0.67430 1.64127 -0.20548 -0.653
N 2.44100 0.38925 -0.39341 -0.409
N 0.20834 0.68189 0.25658 0.191
N 2.51834 -0.98559 0.10471 -0.571
C -0.00505 -0.58773 -0.43548 -0.228
C -1.17486 -1.18781 -0.35055 -0.313
C -2.40258 -0.22726 0.09974 -0.788
C 1.48769 1.29146 -0.11410 0.028
H 3.61387 -1.20036 0.28033 0.301
H -1.51669 1.94941 0.47291 0.414
H -2.33459 0.87011 -0.61163 0.178
H -3.57308 -0.63160 -0.00702 0.286
H 2.24643 -0.58082 1.48179 0.343
H 1.60182 2.27354 -0.69321 0.336
H -1.55632 -2.13823 -0.76542 0.340
H 1.20410 -1.30776 -0.42418 0.338
H -2.08410 -0.24978 1.30444 0.208
```

one is the most stable structure; the next one sits 141.1 kcal/mol above it.